Record 1
121
Properties=species:S:1:pos:R:3:lowdin_charge:R:1 method="wB97M-V/def2-TZVPD" spin_multiplicity=1 homo_lumo_gap_ha=0.3109 homo_energy_ev=-8.39 energy_ev=-105770.92496
C -2.72 2.17 4.17 -0.04
C -2.30 0.87 3.24 -0.28
O -1.35 0.05 3.75 -0.05
N -2.85 0.56 1.86 -0.16
C -2.75 1.74 0.92 -0.09
C -4.24 -0.03 1.91 -0.18
C -4.33 -1.49 1.10 -0.15
C -3.26 -2.56 1.81 -0.20
C -4.07 -3.92 2.24 -0.25
O -3.22 -5.05 2.64 -0.36
S -1.86 -4.57 3.54 1.01
O -1.30 -5.78 4.36 -0.47
O -0.59 -4.26 2.39 -0.50
C 0.31 -3.19 2.91 -0.79
I 1.85 -4.23 4.11 0.79
C 1.09 -2.39 1.71 -0.72
C 0.25 -1.12 1.08 -0.16
I 1.83 -3.75 0.10 0.83
H -1.78 2.88 4.30 0.09
H -3.02 1.84 5.27 0.10
H -3.65 2.76 3.71 0.09
H -2.01 1.49 0.01 0.11
H -2.32 2.69 1.45 0.08
H -3.77 2.05 0.41 0.10
H -5.09 0.72 1.54 0.11
H -4.54 -0.28 3.04 0.14
H -5.40 -1.98 1.26 0.11
H -4.13 -1.36 -0.05 0.12
H -2.78 -1.96 2.71 0.10
H -2.45 -2.85 0.97 0.13
H -4.90 -3.63 3.03 0.14
H -4.66 -4.27 1.27 0.15
H -0.32 -2.45 3.59 0.10
H 2.08 -1.94 2.18 0.07
H -0.90 -1.32 0.97 0.06
H 0.63 -0.80 0.01 0.09
H 0.37 -0.19 1.81 0.08
O 5.02 -1.88 -1.65 0.07
C 5.71 -2.89 -1.74 -0.46
O 6.63 -3.11 -2.72 0.02
C 7.16 -4.43 -2.57 -0.17
C 6.91 -4.80 -1.13 -0.16
C 5.63 -4.07 -0.82 -0.11
H 6.64 -5.09 -3.27 0.13
H 8.23 -4.42 -2.81 0.13
H 6.85 -5.88 -0.97 0.12
H 7.72 -4.41 -0.50 0.13
H 4.75 -4.67 -1.09 0.10
H 5.58 -3.76 0.22 0.13
O 4.05 -3.66 -6.68 0.09
C 3.92 -2.48 -6.39 -0.45
O 3.96 -1.46 -7.29 0.03
C 3.89 -0.22 -6.59 -0.17
C 3.26 -0.55 -5.26 -0.16
C 3.75 -1.95 -5.00 -0.08
H 4.90 0.18 -6.48 0.13
H 3.29 0.50 -7.16 0.13
H 3.52 0.16 -4.47 0.12
H 2.16 -0.55 -5.36 0.13
H 4.72 -1.95 -4.49 0.12
H 3.01 -2.53 -4.44 0.12
O 1.05 2.05 0.49 0.09
C 0.92 3.23 0.79 -0.46
O 0.96 4.25 -0.11 0.03
C 0.89 5.49 0.59 -0.16
C 0.26 5.16 1.92 -0.18
C 0.75 3.76 2.18 -0.08
H 1.90 5.89 0.70 0.13
H 0.29 6.21 0.02 0.13
H 0.52 5.87 2.71 0.11
H -0.84 5.16 1.82 0.11
H 1.72 3.76 2.69 0.14
H 0.01 3.18 2.74 0.11
O 0.11 -3.27 -2.83 0.04
C 0.29 -4.27 -3.51 -0.48
O 0.98 -4.28 -4.69 0.01
C 0.90 -5.59 -5.26 -0.17
C 0.59 -6.51 -4.10 -0.17
C -0.24 -5.64 -3.20 -0.09
H 0.11 -5.59 -6.01 0.13
H 1.85 -5.84 -5.74 0.13
H 0.09 -7.43 -4.41 0.12
H 1.52 -6.79 -3.60 0.12
H -1.30 -5.67 -3.45 0.14
H -0.08 -5.89 -2.15 0.12
O 7.56 -0.80 2.30 0.09
C 6.95 0.12 1.80 -0.46
O 7.25 1.44 1.98 0.03
C 6.26 2.24 1.34 -0.18
C 5.64 1.35 0.30 -0.16
C 5.73 -0.01 0.94 -0.08
H 5.54 2.57 2.10 0.12
H 6.73 3.12 0.90 0.13
H 4.62 1.64 0.04 0.12
H 6.24 1.37 -0.61 0.13
H 4.86 -0.22 1.58 0.14
H 5.86 -0.80 0.19 0.10
O -5.64 -0.12 -1.79 0.10
C -6.71 0.16 -1.27 -0.45
O -7.01 -0.06 0.04 -0.01
C -8.38 0.30 0.27 -0.17
C -8.73 1.26 -0.84 -0.17
C -7.88 0.76 -1.99 -0.08
H -8.98 -0.61 0.24 0.13
H -8.47 0.76 1.25 0.13
H -9.80 1.28 -1.07 0.12
H -8.42 2.27 -0.57 0.12
H -8.39 -0.02 -2.56 0.14
H -7.57 1.58 -2.64 0.13
O -1.14 6.80 4.20 0.10
C -1.85 7.59 3.60 -0.45
O -1.90 7.71 2.24 0.02
C -2.76 8.79 1.89 -0.17
C -3.65 9.00 3.09 -0.17
C -2.76 8.60 4.24 -0.08
H -2.14 9.67 1.68 0.13
H -3.33 8.54 0.99 0.13
H -4.04 10.01 3.17 0.12
H -4.51 8.31 3.03 0.12
H -2.16 9.44 4.60 0.14
H -3.33 8.15 5.05 0.13

Record 2
9
Properties=species:S:1:pos:R:3:nbo_charge:R:1 method="wB97M-V/def2-TZVPD" spin_multiplicity=1 homo_lumo_gap_ha="0.2819 / 0.2632" homo_energy_ev="-10.05 / -9.96" energy_ev=-7622.57289
C 1.04 0.87 0.29 -0.64
C -0.12 -0.07 0.13 -0.09
C -0.96 -0.75 0.88 0.28
N -2.03 -1.67 -0.08 -0.10
N -1.55 -1.39 -1.16 -0.01
N -0.51 -0.56 -1.12 -0.16
H 1.63 0.98 -0.54 0.24
H 0.78 1.98 0.47 0.24
H 1.71 0.61 1.14 0.24

Record 3
15
Properties=species:S:1:pos:R:3:nbo_charge:R:1 method="wB97M-V/def2-TZVPD" spin_multiplicity=1 homo_lumo_gap_ha=0.3101 homo_energy_ev=-8.52 energy_ev=-10774.72062
C 0.56 -0.08 1.27 0.37
C -0.15 0.11 -1.47 0.14
N 0.09 0.90 2.10 -0.83
N -0.63 -0.47 -2.58 -0.81
C -0.67 -0.54 0.21 0.23
C 0.61 0.87 -0.84 -0.11
N 1.67 -0.67 1.47 -0.74
O -1.83 -0.21 0.51 -0.67
H -0.91 1.02 2.09 0.41
H 0.59 1.03 2.97 0.40
H -0.27 -0.14 -3.46 0.40
H -1.63 -0.63 -2.57 0.41
H 1.89 -1.33 0.73 0.34
H -0.39 -1.59 0.01 0.19
H 1.08 1.73 -0.43 0.27

Record 4
100
Properties=species:S:1:pos:R:3:lowdin_charge:R:1 method="wB97M-V/def2-TZVPD" spin_multiplicity=1 homo_lumo_gap_ha=0.2898 homo_energy_ev=-8.13 energy_ev=-150517.12427
C 2.82 0.99 -4.26 -0.19
S 3.47 -0.68 -3.89 0.88
O 4.95 -0.47 -4.11 -0.55
C 3.09 -0.80 -2.16 -0.28
H 3.08 1.75 -3.83 -0.05
H 1.81 0.97 -4.61 0.04
H 3.25 1.02 -5.25 0.05
H 3.64 -0.29 -1.46 0.01
H 3.14 -1.87 -1.92 0.04
H 2.10 -0.54 -1.86 0.01
C 0.73 -0.29 6.89 -0.26
S 0.17 -1.15 5.39 0.82
O -1.13 -0.45 4.92 -0.55
C 1.43 -0.57 4.41 -0.32
H 0.54 0.66 6.57 -0.03
H 1.70 -0.62 7.38 0.09
H -0.19 -0.34 7.72 0.12
H 1.35 0.43 4.33 0.00
H 1.03 -0.84 3.48 0.01
H 2.48 -0.96 4.64 0.12
C -2.34 2.39 6.59 -0.20
S -2.95 2.09 4.82 0.84
O -3.95 3.16 4.37 -0.58
C -1.42 2.57 3.99 -0.29
H -2.14 3.37 6.65 0.00
H -1.81 1.80 7.17 -0.03
H -3.30 2.27 7.18 0.08
H -1.41 3.68 4.03 0.06
H -1.35 2.56 2.88 0.05
H -0.64 2.00 4.56 0.03
C -0.07 -3.17 -2.43 -0.30
S 0.05 -3.06 -4.19 0.81
O 1.52 -3.27 -4.64 -0.54
C -0.83 -4.59 -4.46 -0.26
H 0.43 -2.22 -2.14 0.03
H 0.46 -4.10 -2.11 0.07
H -1.10 -3.40 -2.07 0.05
H -0.54 -4.86 -5.43 0.01
H -2.09 -4.48 -4.70 0.15
H -0.55 -5.20 -3.72 -0.01
C 0.60 5.09 0.55 -0.27
S -0.18 6.60 0.01 0.84
O 0.86 7.66 -0.13 -0.55
C -0.66 6.18 -1.68 -0.18
H -0.18 4.30 0.22 0.07
H 0.66 5.16 1.55 -0.02
H 1.38 4.84 -0.32 0.12
H 0.13 5.86 -2.20 0.04
H -0.84 6.96 -2.02 -0.08
H -1.37 5.49 -1.60 0.02
C -4.02 -4.17 -2.15 -0.26
S -4.52 -3.41 -0.61 0.87
O -3.18 -3.28 0.17 -0.60
C -4.59 -1.64 -1.10 -0.23
H -4.02 -5.22 -1.99 0.04
H -2.98 -3.90 -2.23 0.01
H -4.79 -3.67 -2.82 0.08
H -3.54 -1.50 -1.64 0.09
H -4.66 -0.95 -0.38 0.00
H -5.28 -1.60 -1.94 0.03
C 4.75 1.43 1.25 -0.28
S 3.49 2.66 0.80 0.81
O 4.22 3.92 0.40 -0.56
C 2.91 2.78 2.58 -0.21
H 4.32 0.42 1.76 0.09
H 5.43 1.78 1.80 -0.07
H 5.37 1.29 0.14 0.14
H 2.72 1.76 3.01 0.05
H 1.89 3.31 2.43 0.06
H 3.51 3.18 3.17 -0.05
C 1.34 -3.54 1.38 -0.26
S 3.01 -3.04 1.07 0.83
O 2.88 -1.53 0.88 -0.56
C 3.48 -3.30 2.73 -0.27
H 0.95 -2.79 1.97 -0.01
H 1.37 -4.46 1.97 0.06
H 0.86 -3.67 0.15 0.15
H 3.39 -4.14 3.22 0.01
H 2.64 -2.93 3.20 0.00
H 4.47 -2.81 2.84 0.09
C -0.85 0.54 -1.49 -0.22
S 0.08 0.24 0.13 0.82
O 0.17 1.58 0.79 -0.59
C -1.15 -0.61 1.05 -0.25
H -1.83 0.91 -1.58 0.03
H -0.80 -0.53 -1.93 0.03
H -0.30 1.21 -2.06 0.02
H -1.07 -1.57 0.50 0.04
H -1.99 -0.07 1.02 0.01
H -0.72 -1.05 2.05 0.08
C -3.62 0.27 -4.34 -0.25
S -2.09 0.27 -5.28 0.90
O -1.05 -0.21 -4.26 -0.61
C -2.36 -1.02 -6.55 -0.22
H -3.82 1.26 -3.95 0.06
H -3.88 -0.45 -3.72 -0.04
H -4.47 0.23 -5.16 0.10
H -3.04 -1.85 -6.39 0.06
H -1.48 -1.30 -6.85 -0.01
H -2.99 -0.45 -7.17 0.03

Record 5
90
Properties=species:S:1:pos:R:3:lowdin_charge:R:1 method="wB97M-V/def2-TZVPD" spin_multiplicity=1 homo_lumo_gap_ha="0.1238 / 0.1237" homo_energy_ev="-12.29 / -12.29" energy_ev=-136558.60561 total_charge=+2
C -0.61 5.02 -6.09 0.00
C -0.66 3.76 -6.71 -0.24
C -0.67 3.71 -8.11 0.00
C -0.75 4.92 -8.81 -0.09
N -0.75 6.11 -8.20 0.09
C -0.68 6.18 -6.87 -0.09
C -0.74 2.64 -5.81 -0.13
C -0.96 2.47 -4.53 -0.15
C -1.47 2.62 -3.22 -0.25
C -0.80 1.96 -2.16 0.00
C -1.51 1.51 -1.06 -0.13
C -2.90 1.74 -0.98 -0.68
C -3.52 2.58 -1.91 -0.08
C -2.80 3.06 -3.00 0.01
Hg -0.79 0.54 -5.43 1.22
P 2.27 -1.14 -1.56 0.94
H -0.65 2.76 -8.64 0.11
H -0.56 5.08 -5.00 0.12
H -0.81 4.93 -9.90 0.12
H -0.70 7.15 -6.38 0.13
H -3.28 3.71 -3.74 0.14
H 0.26 1.72 -2.26 0.12
H -4.58 2.82 -1.79 0.12
H -1.00 0.94 -0.27 0.04
C 2.34 -2.75 -0.64 -0.42
C 3.46 -3.73 -0.94 -0.15
H 1.37 -3.22 -0.85 0.05
H 2.35 -2.47 0.42 0.08
H 3.37 -4.59 -0.26 0.08
H 3.41 -4.12 -1.96 0.07
H 4.46 -3.30 -0.79 0.06
C 3.26 -1.47 -3.10 -0.44
C 3.55 -0.19 -3.89 -0.15
H 2.67 -2.16 -3.71 0.04
H 4.19 -1.98 -2.82 0.07
H 4.01 -0.46 -4.85 0.08
H 2.64 0.38 -4.10 0.04
H 4.25 0.46 -3.35 0.07
C 3.46 -0.13 -0.57 -0.44
C 4.91 -0.57 -0.49 -0.13
H 3.02 -0.09 0.45 0.05
H 3.39 0.89 -0.98 0.06
H 5.50 0.23 -0.02 0.08
H 5.04 -1.47 0.13 0.07
H 5.35 -0.76 -1.48 0.07
Br -3.89 0.82 0.27 0.94
P -1.80 -1.48 -4.70 0.92
C 0.11 -1.99 -4.49 -0.42
C 0.32 -3.50 -4.47 -0.12
H 0.45 -1.55 -3.54 0.01
H 0.70 -1.54 -5.30 0.04
H 1.40 -3.73 -4.50 0.09
H -0.08 -3.99 -3.57 0.09
H -0.13 -3.99 -5.35 0.09
C -2.07 -1.82 -2.90 -0.42
C -3.33 -2.58 -2.45 -0.11
H -2.00 -0.86 -2.37 0.06
H -1.21 -2.43 -2.58 0.06
H -3.32 -2.67 -1.36 0.09
H -4.26 -2.09 -2.73 0.06
H -3.36 -3.59 -2.86 0.09
C -3.47 -0.33 -4.67 -0.31
C -4.03 -0.01 -6.05 -0.15
H -3.26 0.58 -4.09 0.05
H -4.19 -0.93 -4.10 0.06
H -4.32 1.05 -6.13 0.09
H -3.32 -0.23 -6.85 0.06
H -4.94 -0.60 -6.24 0.09
C -2.04 1.68 3.37 -0.17
C -0.88 2.47 2.77 -0.44
P 0.39 1.38 1.98 0.93
C 1.69 2.61 1.51 -0.43
C 2.20 3.58 2.57 -0.14
C 1.14 0.49 3.42 -0.42
C 1.19 1.18 4.78 -0.14
H -2.56 1.10 2.60 -0.01
H -2.77 2.38 3.79 0.08
H -1.73 1.01 4.18 0.07
H -1.25 3.11 1.96 0.07
H -0.39 3.11 3.52 0.07
H 2.52 2.03 1.07 0.04
H 1.24 3.18 0.68 0.06
H 2.82 3.08 3.32 0.06
H 2.83 4.34 2.08 0.08
H 1.39 4.11 3.08 0.07
H 0.56 -0.44 3.49 0.07
H 2.16 0.19 3.11 0.07
H 0.22 1.59 5.08 0.06
H 1.48 0.44 5.53 0.08
H 1.93 1.98 4.81 0.06

Record 6
12
Properties=species:S:1:pos:R:3:nbo_charge:R:1 method="wB97M-V/def2-TZVPD" spin_multiplicity=1 homo_lumo_gap_ha=0.4058 homo_energy_ev=-10.51 energy_ev=-8339.88661
C 0.55 1.34 -0.28 -0.37
C 0.14 0.09 -0.08 -0.11
C 1.03 -1.11 0.17 -0.65
C -1.31 -0.30 -0.12 0.75
O -1.69 -1.41 -0.35 -0.55
O -2.22 0.65 0.21 -0.67
H -0.09 2.17 -0.56 0.21
H 1.63 1.55 -0.28 0.21
H 0.73 -1.74 1.05 0.24
H 2.08 -0.82 0.31 0.22
H 0.91 -1.81 -0.70 0.25
H -1.78 1.39 0.63 0.48

Record 7
13
Properties=species:S:1:pos:R:3:nbo_charge:R:1 method="wB97M-V/def2-TZVPD" spin_multiplicity=1 homo_lumo_gap_ha=0.3396 homo_energy_ev=-8.40 energy_ev=-14583.34269
C -2.19 1.37 -0.22 -0.49
C -1.48 0.22 -0.19 0.12
C -1.13 -1.08 -0.08 -0.36
C 0.28 -1.55 -0.25 -0.21
C 1.38 -0.81 -0.25 -0.48
P 1.57 0.97 -0.16 0.33
H -2.30 2.19 0.44 0.23
H -2.37 1.67 -1.22 0.21
H -2.09 -1.71 -0.15 0.25
H 0.39 -2.66 -0.20 0.21
H 2.25 -1.31 -0.53 0.22
H 2.69 0.87 0.67 -0.02
H 0.91 1.16 0.94 -0.03

Record 8
20
Properties=species:S:1:pos:R:3:nbo_charge:R:1 method="wB97M-V/def2-TZVPD" spin_multiplicity=2 homo_lumo_gap_ha="0.2194 / 0.3948" homo_energy_ev="-9.05 / -13.86" s_squared=0.75 energy_ev=-8355.40370 total_charge=+1
C -0.84 0.55 -0.35 -0.17
C 0.17 -0.13 -1.38 -0.49
C 1.38 0.12 -0.68 -0.38
N 2.99 -0.87 -1.57 -0.98
N -1.42 -0.49 0.73 -0.76
H -1.79 0.94 -0.84 0.21
H -0.30 1.23 0.21 0.22
H -0.02 0.52 -2.26 0.24
H -0.03 -1.24 -1.63 0.22
H 1.86 1.05 -0.53 0.20
H 1.44 -0.38 0.27 0.15
H 3.31 -0.20 -2.25 0.38
H 3.93 -1.32 -1.45 0.38
H 2.35 -1.52 -2.00 0.37
H -0.59 -1.04 0.99 0.42
H -2.08 -1.24 0.23 0.43
H -1.86 -0.05 1.67 0.47
H -2.02 1.84 2.99 0.53
H -2.73 0.52 3.19 0.49
O -2.08 0.90 2.71 -0.93

Record 9
25
Properties=species:S:1:pos:R:3:nbo_charge:R:1 method="wB97M-V/def2-TZVPD" spin_multiplicity=2 homo_lumo_gap_ha="0.0931 / 0.3457" homo_energy_ev="1.27 / -5.70" s_squared=0.75 energy_ev=-10032.96492 total_charge=-1
C 2.08 1.11 -1.20 -0.58
N 0.72 0.48 -1.30 -0.66
C 0.10 0.41 0.08 -0.12
C -0.96 -0.70 0.11 -0.27
C -1.10 -1.36 1.47 -0.65
C -2.39 -0.39 -0.38 -0.72
C -0.27 1.75 0.69 -1.03
H 2.23 1.80 -0.33 0.18
H 1.95 1.65 -2.16 0.20
H 2.81 0.32 -1.12 0.17
H 0.04 0.94 -1.88 0.35
H 0.94 -0.07 0.60 0.16
H -0.58 -1.42 -0.62 0.20
H -1.66 -0.70 2.20 0.20
H -1.63 -2.33 1.37 0.20
H -0.13 -1.52 2.02 0.20
H -3.09 -1.22 -0.26 0.20
H -2.35 -0.41 -1.51 0.19
H -2.77 0.59 -0.10 0.21
H -0.36 1.71 1.78 0.20
H 0.32 2.62 0.48 0.21
H -1.28 1.99 0.36 0.19
H 1.91 -2.25 -0.38 0.47
H 2.71 -1.03 0.07 0.47
O 2.76 -1.99 0.01 -0.96

Record 10
9
Properties=species:S:1:pos:R:3:nbo_charge:R:1 method="wB97M-V/def2-TZVPD" spin_multiplicity=1 homo_lumo_gap_ha=0.3493 homo_energy_ev=-9.35 energy_ev=-14963.47093
C 0.80 -0.21 -0.57 -0.25
C -0.29 -0.14 0.97 -0.10
O 0.47 -1.11 1.74 -0.83
P 2.00 -1.48 1.30 1.31
N 1.99 -0.78 -0.11 -0.92
H 0.22 -1.07 -1.19 0.21
H 1.06 0.77 -0.95 0.21
H -0.34 0.77 1.46 0.17
H -1.30 -0.42 0.58 0.19

Record 11
17
Properties=species:S:1:pos:R:3:nbo_charge:R:1 method="wB97M-V/def2-TZVPD" spin_multiplicity=2 homo_lumo_gap_ha="0.1389 / 0.2473" homo_energy_ev="0.37 / -2.84" s_squared=0.76 energy_ev=-9439.69901 total_charge=-1
C -0.24 1.31 -2.55 -0.65
C 0.59 0.43 2.38 -0.76
C -0.15 0.39 1.22 0.26
O -1.44 -0.15 1.25 -0.73
C 0.14 0.97 -0.05 -0.39
C -0.44 0.52 -1.23 -0.36
H 0.26 2.23 -2.28 0.19
H 0.62 0.82 -3.04 0.18
H -1.11 1.43 -3.20 0.18
H 0.29 -0.16 3.24 0.15
H 1.65 0.66 2.38 0.18
H -1.47 -0.78 1.97 0.44
H 0.88 1.74 -0.17 0.18
H -1.20 -0.24 -1.40 0.17
H 0.73 -2.55 -1.26 0.46
H 0.81 -2.81 0.28 0.46
O 1.34 -2.68 -0.52 -0.98